Record 1
ORCA calculation (ωB97M-V with the def2-TZVPD basis set) on the molecule C22H32N4O4S at a distorted geometry.

The geometry in XYZ format:
```
63
C22H32N4O4S, DFT ωB97M-V with the def2-TZVPD basis set
C 4.7277 2.4710 1.0951
C 3.2482 2.3949 0.8768
C 2.6741 2.9671 -0.2546
C 1.3097 2.9292 -0.4557
C 0.4823 2.3103 0.4809
C -0.9485 2.2576 0.2881
N -1.8012 1.5858 1.0086
C -3.0247 1.8271 0.4515
C -4.2507 1.1626 0.9310
S -4.9309 0.1406 -0.4369
O -3.9009 -0.1194 -1.4124
O -6.1255 0.7787 -0.9244
C -5.3880 -1.4646 0.3091
C -4.1396 -2.0447 0.9527
O -4.0381 -2.1674 2.1567
N -3.1991 -2.3966 0.0582
C -1.8460 -2.7129 0.4695
C -0.9969 -1.4459 0.5702
C 0.4902 -1.7683 0.7101
N 0.9960 -2.4062 -0.4954
C 2.1284 -3.2861 -0.2864
C 3.4378 -2.5326 -0.0316
N 3.7197 -1.6664 -1.1620
C 4.9902 -0.9935 -1.0182
C 2.6304 -0.7241 -1.3491
C 1.3149 -1.4806 -1.5674
C -2.8605 2.6619 -0.6230
C -3.8171 3.2586 -1.5832
O -1.5391 2.9356 -0.7213
C 1.0498 1.7305 1.6157
C 2.4166 1.7759 1.8049
H 5.2654 2.3259 0.1601
H 4.9937 3.4550 1.4827
H 5.0570 1.7252 1.8149
H 3.3095 3.4469 -0.9850
H 0.8738 3.3741 -1.3371
H -4.0199 0.4977 1.7584
H -5.0457 1.8558 1.1925
H -6.1644 -1.2785 1.0450
H -5.7645 -2.0777 -0.5050
H -3.2921 -2.0110 -0.8739
H -1.4057 -3.3874 -0.2672
H -1.9055 -3.2127 1.4380
H -1.3197 -0.8501 1.4241
H -1.1609 -0.8460 -0.3264
H 0.6200 -2.4644 1.5425
H 1.0257 -0.8405 0.9577
H 1.9125 -3.9576 0.5472
H 2.2469 -3.8841 -1.1948
H 4.2584 -3.2473 0.0701
H 3.3612 -1.9575 0.9108
H 5.1723 -0.3848 -1.9029
H 5.7806 -1.7390 -0.9380
H 5.0278 -0.3430 -0.1294
H 2.8465 -0.1155 -2.2306
H 2.5343 -0.0424 -0.4841
H 0.5002 -0.7650 -1.6838
H 1.3985 -2.0673 -2.4867
H -4.7354 2.6782 -1.5939
H -4.0462 4.2886 -1.3063
H -3.3821 3.2621 -2.5800
H 0.4004 1.2591 2.3360
H 2.8483 1.3252 2.6875
```

- net charge = 0
- HOMO-LUMO gap (Eh) = 0.313
- E_LUMO (eV) = 0.5
- SMILES = Cc1ccc(-c2nc(CS(=O)(=O)CC(=O)NCCCN3CCN(C)CC3)c(C)o2)cc1
- E_HOMO (eV) = -8.026
- electronic energy (eV) = -48319.3170

---

Record 2
ORCA calculation (ωB97M-V with the def2-TZVPD basis set) on a cluster of 2 separate species, CH4BNO2 in total at a distorted geometry.

The geometry in XYZ format:
```
9
CH4BNO2, DFT ωB97M-V with the def2-TZVPD basis set
B 0.7955 0.2083 0.3048
C -0.7097 -0.1297 -0.0741
N -1.2050 0.9884 -1.7325
O -1.1786 0.4800 -2.7950
O -1.4703 2.0622 -1.3142
H 1.7234 -0.4129 0.1449
H 0.8659 1.0988 0.8996
H -0.8640 -1.1704 -0.3719
H -1.5911 0.2992 0.3081
```

- net charge = 0
- HOMO-LUMO gap (alpha / beta) (Eh) = 0.320 / 0.320
- E_LUMO (alpha / beta) (eV) = -1.3 / -1.3
- E_HOMO (alpha / beta) (eV) = -9.988 / -9.989
- electronic energy (eV) = -7357.4486

---

Record 3
ORCA calculation (ωB97M-V with the def2-TZVPD basis set) on the ion C4H3ClNO with charge +1 at a distorted geometry.

The geometry in XYZ format:
```
10
C4H3ClNO, DFT ωB97M-V with the def2-TZVPD basis set
C -0.0915 1.7123 -0.7002
C -0.8800 -0.4151 -0.7842
C 1.4334 0.0911 -0.1859
C 0.2889 -0.8665 0.0249
N 1.0149 1.3238 -0.3216
O -1.8930 -0.7400 -1.2055
Cl 3.0223 -0.3712 -0.3545
H -0.5703 2.6655 -0.5788
H -0.0911 -0.8519 1.0547
H 0.5588 -1.8955 -0.2287
```

- net charge = +1
- HOMO-LUMO gap (alpha / beta) (Eh) = 0.259 / 0.259
- E_LUMO (alpha / beta) (eV) = -6.9 / -6.9
- E_HOMO (alpha / beta) (eV) = -13.913 / -13.915
- electronic energy (eV) = -20245.0440

---

Record 4
ORCA calculation (ωB97M-V with the def2-TZVPD basis set) on a structure of composition C26H28BrF3IrNO9SSe2 at a distorted geometry.

The geometry in XYZ format:
```
72
C26H28BrF3IrNO9SSe2, DFT ωB97M-V with the def2-TZVPD basis set
Ir -0.5431 -0.0355 -0.7759
C -0.2216 3.0576 2.8921
Se -0.9283 1.3432 2.3440
C 0.3674 0.2481 3.3157
C 1.6878 0.0792 2.5971
Se 1.7077 -0.9411 0.9245
C 3.4949 -0.3442 0.4845
H -0.0199 3.0385 3.9612
H -0.9635 3.8220 2.6739
H 0.6912 3.2712 2.3331
H -0.1173 -0.7040 3.5182
H 0.5427 0.7673 4.2577
H 2.3922 -0.4380 3.2475
H 2.0961 1.0555 2.3366
H 4.2068 -0.7865 1.1769
H 3.5295 0.7432 0.5415
H 3.7058 -0.6549 -0.5339
C 4.5036 4.3950 -0.3545
O 3.3885 5.1019 -0.8892
C 2.1907 4.5189 -0.8636
C 1.1635 5.1745 -1.5637
C -0.0785 4.6154 -1.6180
C -0.3766 3.3927 -0.9824
C -1.6747 2.7859 -1.0692
C -2.7998 3.5137 -1.7458
O -1.9396 1.6614 -0.5785
C 0.6630 2.7314 -0.2886
O 0.4833 1.5475 0.3103
C 1.9158 3.3320 -0.1969
H 5.3742 5.0018 -0.5761
H 4.6049 3.4195 -0.8330
H 4.4158 4.2761 0.7273
H 1.3860 6.1013 -2.0757
H -0.8472 5.1179 -2.1907
H -2.9201 4.5192 -1.3433
H -3.7191 2.9535 -1.6037
H -2.5857 3.5862 -2.8140
H 2.6866 2.8032 0.3463
O -4.3608 -3.2005 2.0793
C -3.1493 -3.7660 2.1218
C -3.0600 -5.1029 2.5120
C -1.8374 -5.7391 2.5470
C -0.6668 -5.0655 2.1928
C -0.7401 -3.7402 1.8262
C -1.9697 -3.0702 1.7886
C -2.0597 -1.6628 1.3347
O -3.1484 -1.0980 1.2056
O -0.9183 -1.0555 1.0773
H -4.2453 -2.2761 1.7726
H -3.9735 -5.6217 2.7727
H -1.7865 -6.7772 2.8547
H 0.2848 -5.5821 2.2046
H 0.1540 -3.1982 1.5549
F 1.2648 0.7373 -5.4179
C 1.5741 -0.1212 -4.4571
F 0.7556 -1.1758 -4.5377
F 2.8202 -0.5368 -4.6091
S 1.3589 0.6486 -2.8023
O 1.5845 -0.4875 -1.9038
O 2.3211 1.6958 -2.7027
O -0.0788 1.0333 -2.7512
Br -2.2909 -6.4225 -1.2932
C -1.8583 -4.6032 -1.3924
C -2.8527 -3.6445 -1.2995
C -2.4839 -2.3171 -1.3351
N -1.2072 -1.9311 -1.4593
C -0.2527 -2.8670 -1.5883
C -0.5370 -4.2136 -1.5540
H -3.8924 -3.9233 -1.2077
H -3.2234 -1.5332 -1.2490
H 0.7578 -2.5119 -1.7267
H 0.2548 -4.9415 -1.6500
```

- expectation value of S² = 0.91
- net charge = +1
- HOMO-LUMO gap (alpha / beta) (Eh) = 0.223 / 0.212
- spin multiplicity = 2
- E_LUMO (alpha / beta) (eV) = -4.8 / -5.1
- E_HOMO (alpha / beta) (eV) = -10.879 / -10.890
- electronic energy (eV) = -269887.3751

---

For reference, energy relative to the best compared isomer or geometry (same formula, charge and spin) by record: 41.4, 91.2, 4.8, 54.1 kcal/mol.